[1]
ORCA calculation (ωB97M-V/def2-TZVPD) on a cluster of 13 separate species, C52H101F12N3O14 in total.

Positions of all 182 atoms, in Å:
C 0.174 4.008 -2.986
C -0.149 5.017 -4.149
N 0.254 4.404 -5.461
C 1.716 4.297 -5.527
C 2.130 3.072 -6.348
C -0.329 5.160 -6.604
C -1.905 5.125 -6.655
H -0.046 2.969 -3.232
H -0.427 4.194 -2.096
H 1.236 3.960 -2.744
H -1.222 5.206 -4.130
H 0.300 6.006 -4.056
H 2.088 5.150 -6.095
H 2.274 4.203 -4.596
H 1.661 2.161 -5.978
H 1.930 3.171 -7.414
H 3.189 2.837 -6.241
H 0.078 4.729 -7.519
H 0.004 6.197 -6.563
H -2.448 5.631 -5.858
H -2.310 4.114 -6.665
H -2.211 5.684 -7.540
C 4.392 0.143 0.532
C 5.533 -0.245 1.469
N 6.044 -1.612 1.335
C 6.428 -2.055 0.000
C 6.181 -3.536 -0.274
C 7.128 -1.994 2.221
C 6.836 -2.235 3.668
H 3.646 -0.638 0.384
H 4.687 0.536 -0.440
H 3.898 0.989 1.011
H 6.366 0.451 1.372
H 5.168 -0.094 2.485
H 5.781 -1.597 -0.748
H 7.442 -1.700 -0.183
H 5.128 -3.801 -0.172
H 6.359 -3.769 -1.324
H 6.830 -4.191 0.307
H 7.919 -1.252 2.119
H 7.437 -2.979 1.873
H 5.942 -2.851 3.764
H 6.608 -1.293 4.168
H 7.695 -2.696 4.155
C -1.384 -4.083 3.577
C -1.379 -3.192 4.845
N -0.170 -2.413 5.165
C 0.186 -1.282 4.207
C -1.003 -0.252 4.068
C 0.960 -3.291 5.449
C 0.744 -4.277 6.607
H -2.210 -4.778 3.426
H -0.503 -4.725 3.560
H -1.222 -3.447 2.707
H -2.223 -2.504 4.810
H -1.631 -3.837 5.687
H 1.155 -0.884 4.510
H 0.370 -1.670 3.205
H -1.784 -0.748 3.492
H -1.369 0.018 5.059
H -0.618 0.672 3.636
H 1.758 -2.607 5.739
H 1.356 -3.772 4.555
H 0.222 -3.765 7.415
H 1.660 -4.811 6.862
H 0.154 -5.147 6.318
C -6.812 5.261 2.729
C -5.777 4.274 2.146
O -4.538 4.890 2.254
C -3.453 4.396 1.560
O -3.409 3.371 0.876
C -2.181 5.277 1.614
F -1.822 5.524 0.432
F -2.396 6.394 2.215
F -1.241 4.644 2.306
H -7.773 4.765 2.860
H -6.872 6.103 2.040
H -6.474 5.630 3.698
H -6.121 4.020 1.144
H -5.803 3.352 2.728
C -2.954 -3.340 -1.018
C -2.623 -4.719 -1.429
O -2.316 -4.786 -2.852
C -2.146 -6.032 -3.417
O -2.202 -7.107 -2.793
C -1.931 -6.015 -4.957
F -0.828 -6.761 -5.193
F -2.995 -6.525 -5.579
F -1.653 -4.739 -5.352
H -3.048 -3.321 0.068
H -3.886 -3.001 -1.469
H -2.187 -2.606 -1.263
H -3.561 -5.275 -1.410
H -1.782 -5.122 -0.864
C 2.844 -4.483 2.280
C 2.923 -3.197 1.465
O 2.621 -3.381 0.100
C 1.343 -3.679 -0.320
O 0.366 -3.772 0.400
C 1.292 -4.142 -1.791
F 0.797 -5.399 -1.882
F 0.470 -3.341 -2.427
F 2.469 -4.107 -2.394
H 3.020 -4.345 3.347
H 3.573 -5.210 1.920
H 1.846 -4.908 2.172
H 3.880 -2.675 1.495
H 2.315 -2.512 2.056
C -5.207 1.351 -1.092
C -6.525 0.859 -0.434
O -7.039 -0.345 -1.101
C -6.495 -1.568 -0.758
O -5.566 -1.702 0.055
C -6.870 -2.808 -1.628
F -8.073 -2.608 -2.159
F -5.968 -2.989 -2.621
F -6.868 -3.876 -0.816
H -5.058 2.369 -0.730
H -5.256 1.547 -2.163
H -4.324 0.737 -0.919
H -7.212 1.706 -0.416
H -6.407 0.778 0.647
C -1.530 1.175 -5.122
C -1.522 -0.102 -4.303
O -0.811 -0.238 -3.327
C -2.255 -1.327 -4.893
H -2.528 1.452 -5.463
H -0.830 1.007 -5.941
H -1.283 2.037 -4.501
H -3.243 -1.286 -4.434
H -1.697 -2.204 -4.564
H -2.417 -1.241 -5.967
C 2.260 0.699 -3.166
C 3.181 -0.477 -3.494
O 3.310 -1.409 -2.694
C 3.750 -0.382 -4.903
H 2.819 1.609 -2.948
H 1.680 0.362 -2.306
H 1.536 0.896 -3.956
H 4.157 -1.343 -5.216
H 4.514 0.396 -4.894
H 2.994 -0.195 -5.666
C -0.108 -0.559 0.144
C -0.232 0.936 0.205
O 0.410 1.581 1.037
C -1.393 1.615 -0.452
H 0.027 -1.071 -0.809
H -0.945 -1.033 0.657
H 0.721 -0.848 0.789
H -1.449 1.131 -1.427
H -1.269 2.698 -0.475
H -2.310 1.462 0.116
C -4.070 0.861 2.781
C -4.966 -0.084 3.608
O -5.630 0.423 4.505
C -4.994 -1.557 3.344
H -3.436 1.376 3.503
H -4.622 1.517 2.109
H -3.487 0.227 2.113
H -5.825 -2.088 3.808
H -4.142 -1.955 3.896
H -4.847 -1.704 2.274
C 4.880 4.479 1.632
C 3.376 4.633 1.455
O 2.704 5.114 2.319
C 2.763 3.994 0.218
H 5.589 4.887 0.912
H 5.142 3.452 1.887
H 5.231 4.946 2.553
H 3.510 4.129 -0.563
H 1.854 4.556 0.002
H 2.447 2.966 0.397
C 2.292 1.735 3.528
C 3.218 2.016 4.691
O 4.309 2.526 4.479
C 2.660 1.661 6.051
H 2.110 2.645 2.956
H 1.366 1.349 3.956
H 2.759 0.953 2.930
H 2.471 0.587 6.045
H 1.762 2.242 6.263
H 3.430 1.839 6.801

Forces on atoms 1 to 6 (eV/Å):
0.0 0.5 -0.5
0.1 -1.7 -0.2
-0.9 0.6 1.3
0.1 -0.6 -1.7
0.2 -0.6 0.1
-0.7 -0.6 1.0

Atom charges from the Löwdin analysis, given in e for atoms 1 to 8: -0.066 -0.204 -0.190 -0.254 -0.090 -0.220 -0.077 0.042

[2]
ORCA calculation (ωB97M-V/def2-TZVPD) on a cluster of 13 separate species, C52H104O13 in total.

Positions of all 169 atoms, in Å:
C -4.554 2.141 1.209
C -5.544 3.310 1.210
C -6.842 2.699 1.863
O -6.473 1.410 2.225
C -5.401 0.896 1.477
H -3.862 2.325 2.032
H -3.960 2.088 0.294
H -5.787 3.822 0.276
H -5.223 4.148 1.835
H -7.626 2.697 1.095
H -7.164 3.309 2.705
H -5.772 0.370 0.590
H -4.813 0.172 2.043
C -2.500 5.213 -1.579
C -2.277 6.230 -2.695
C -1.783 5.383 -3.834
O -2.537 4.170 -3.701
C -2.930 3.968 -2.340
H -3.225 5.524 -0.828
H -1.563 5.025 -1.045
H -1.569 7.037 -2.495
H -3.218 6.695 -3.004
H -0.713 5.164 -3.695
H -1.897 5.740 -4.855
H -2.514 3.053 -1.917
H -4.022 3.908 -2.350
C 5.319 -0.661 0.945
C 4.196 0.207 0.401
C 4.992 0.969 -0.664
O 6.264 1.199 -0.085
C 6.498 0.338 1.012
H 5.625 -1.486 0.291
H 5.133 -1.208 1.874
H 3.922 0.964 1.137
H 3.387 -0.337 -0.082
H 4.554 1.941 -0.910
H 5.132 0.436 -1.612
H 6.389 0.969 1.902
H 7.456 -0.178 0.982
C -2.723 -4.151 2.160
C -2.489 -3.853 3.635
C -3.399 -2.715 4.055
O -4.446 -2.852 3.121
C -3.930 -3.238 1.827
H -2.845 -5.174 1.814
H -1.833 -3.823 1.611
H -1.465 -3.672 3.981
H -2.686 -4.765 4.212
H -2.856 -1.764 4.008
H -3.765 -2.898 5.065
H -3.709 -2.429 1.129
H -4.788 -3.778 1.426
C 1.826 4.586 1.060
C 1.096 5.360 -0.038
C 0.267 6.378 0.755
O -0.082 5.684 1.932
C 0.696 4.498 2.067
H 2.741 5.079 1.384
H 2.078 3.588 0.693
H 0.380 4.699 -0.542
H 1.681 5.733 -0.880
H -0.641 6.613 0.195
H 0.834 7.285 0.989
H 0.071 3.610 1.943
H 1.085 4.461 3.090
C -1.581 2.438 4.416
C -2.281 1.072 4.547
C -2.476 1.059 6.043
O -1.473 1.861 6.646
C -0.691 2.543 5.650
H -2.272 3.285 4.482
H -1.077 2.641 3.469
H -1.560 0.326 4.214
H -3.191 1.050 3.952
H -2.493 0.053 6.470
H -3.461 1.481 6.275
H 0.248 1.992 5.544
H -0.547 3.560 6.008
C 0.705 -5.063 -2.061
C -0.369 -5.163 -3.153
C -1.528 -5.884 -2.421
O -1.416 -5.365 -1.107
C -0.058 -5.396 -0.723
H 1.034 -4.030 -1.991
H 1.479 -5.823 -2.156
H -0.006 -5.687 -4.035
H -0.665 -4.144 -3.396
H -1.476 -6.971 -2.496
H -2.456 -5.459 -2.803
H 0.281 -6.292 -0.195
H 0.046 -4.547 -0.040
C 0.347 0.146 0.372
C 0.493 -1.023 -0.588
C -0.953 -1.362 -0.928
O -1.735 -0.750 0.115
C -1.105 0.539 0.361
H 1.040 0.982 0.257
H 0.519 -0.234 1.386
H 0.940 -1.912 -0.145
H 1.067 -0.702 -1.461
H -1.158 -2.435 -0.923
H -1.416 -0.940 -1.822
H -1.503 1.017 1.253
H -1.379 1.188 -0.482
C -3.847 1.138 -4.356
C -2.565 0.816 -3.591
C -2.073 -0.339 -4.404
O -3.255 -1.138 -4.594
C -4.409 -0.266 -4.508
H -3.576 1.559 -5.323
H -4.431 1.781 -3.698
H -2.814 0.542 -2.562
H -1.875 1.660 -3.539
H -1.242 -0.824 -3.889
H -1.762 -0.084 -5.423
H -5.012 -0.540 -3.634
H -5.094 -0.424 -5.343
C 4.457 -4.248 1.830
C 4.375 -5.625 1.121
C 4.330 -5.227 -0.328
O 3.561 -3.982 -0.311
C 3.335 -3.621 1.029
H 5.423 -3.791 1.622
H 4.257 -4.419 2.886
H 3.544 -6.227 1.491
H 5.258 -6.217 1.385
H 3.893 -5.922 -1.043
H 5.341 -4.985 -0.670
H 2.383 -3.971 1.449
H 3.412 -2.529 1.043
C 4.910 -2.540 -3.539
C 4.561 -2.290 -5.011
C 3.611 -1.081 -4.971
O 3.500 -0.757 -3.601
C 3.692 -1.942 -2.846
H 5.785 -2.052 -3.111
H 4.944 -3.603 -3.290
H 3.996 -3.154 -5.363
H 5.354 -2.024 -5.706
H 2.593 -1.243 -5.351
H 4.002 -0.203 -5.491
H 2.782 -2.552 -2.923
H 3.822 -1.687 -1.797
C 0.861 2.631 -2.961
C 1.050 1.796 -4.192
C 0.843 2.809 -5.312
O 1.442 4.014 -4.804
C 1.616 3.886 -3.390
H 1.336 2.147 -2.105
H -0.165 2.912 -2.707
H 0.456 0.880 -4.283
H 2.051 1.352 -4.216
H -0.233 2.950 -5.457
H 1.363 2.527 -6.226
H 1.183 4.788 -2.952
H 2.664 3.779 -3.094
C 1.008 -0.956 4.759
C 0.371 -1.889 5.783
C 1.517 -2.685 6.398
O 2.550 -2.587 5.452
C 2.138 -1.915 4.263
H 1.338 0.022 5.095
H 0.244 -0.807 3.991
H -0.467 -2.529 5.512
H -0.066 -1.300 6.601
H 1.169 -3.699 6.625
H 1.858 -2.260 7.346
H 1.704 -2.629 3.556
H 2.936 -1.390 3.741

Forces on atoms 1 to 6 (eV/Å):
0.3 0.6 -0.7
-0.9 0.8 0.7
1.1 0.8 -1.7
-0.7 -1.2 1.6
0.4 0.7 -0.2
0.1 -0.3 0.0

For the energy above the lowest of the compared OMol25 structures with the same formula, charge and spin, the calculation gives 173.08 kJ/mol.

Atom charges from the Löwdin analysis, given in e for atoms 1 to 8: -0.157 -0.151 -0.201 -0.133 -0.189 0.091 0.096 0.096

no.,Kohn-Sham gap (eV),calculated total energy (eV)
1,8.36,-121304.4830
2,9.97,-82220.4479